32
Properties=species:S:1:pos:R:3 method="wB97M-V/def2-TZVPD" charge=-1 homo_energy_ha="-0.2018 / -0.2017" gap_ev="7.5 / 7.5" max_force_ev_per_a=0.8 de_lowest_ev=2.1466 lumo_energy_ev="1.990 / 1.991"
Pd -0.14 0.09 -0.10
N -1.63 -1.62 1.14
C -1.93 -0.63 2.18
C -2.41 0.66 1.53
O -3.54 1.10 1.76
N -1.52 1.25 0.72
C -2.01 2.20 -0.28
C -1.85 1.61 -1.67
O -2.39 2.05 -2.66
O -1.04 0.56 -1.72
H -2.47 -1.93 0.67
H -1.14 -2.42 1.51
H -0.99 -0.43 2.71
H -2.68 -0.95 2.91
H -1.41 3.12 -0.24
H -3.05 2.46 -0.08
O 3.87 1.77 4.08
S 4.12 0.74 3.11
O 5.28 -0.09 3.28
N 2.79 -0.16 2.88
C 2.31 -0.02 1.67
O 1.29 -0.65 1.25
C 3.09 0.92 0.78
C 2.90 1.27 -0.54
C 3.78 2.17 -1.12
C 4.84 2.71 -0.39
C 5.04 2.35 0.93
C 4.16 1.45 1.49
H 2.08 0.87 -1.13
H 3.64 2.47 -2.15
H 5.51 3.42 -0.86
H 5.86 2.75 1.51